C45H37ClN3O2P2ReS | ωB97M-V with the def2-TZVPD basis set

Last column: Löwdin charge in e.
Atoms and positions in Å:
Re  0.726  0.316  1.032  1.08
S  2.813  0.950  2.109  0.77
C  3.187  1.902  0.710  -0.70
C  4.348  2.660  0.579  -0.06
C  4.511  3.401  -0.573  -0.04
C  3.510  3.376  -1.539  -0.03
C  2.388  2.594  -1.324  -0.11
N  2.235  1.857  -0.234  -0.02
H  5.072  2.644  1.375  0.11
H  5.396  3.999  -0.730  0.12
H  3.597  3.953  -2.446  0.11
H  1.586  2.549  -2.047  0.09
C  0.248  -2.375  -2.481  -0.15
N  0.362  -1.447  -1.365  -0.49
P  1.452  -1.693  -0.098  0.86
C  3.138  -1.481  -0.741  -0.35
C  3.424  -1.308  -2.088  -0.08
C  4.724  -1.048  -2.483  -0.07
C  5.737  -0.961  -1.545  -0.07
C  5.456  -1.136  -0.198  -0.06
C  4.158  -1.387  0.204  -0.16
C  1.347  -3.464  0.315  -0.33
C  2.444  -4.182  0.784  -0.07
C  2.309  -5.526  1.087  -0.06
C  1.087  -6.160  0.931  -0.06
C  -0.007  -5.447  0.466  -0.09
C  0.118  -4.103  0.165  -0.18
P  -0.789  -0.165  -0.887  0.94
C  -2.355  -1.073  -1.004  -0.33
C  -2.780  -1.557  -2.239  -0.10
C  -3.924  -2.331  -2.313  -0.06
C  -4.658  -2.604  -1.170  -0.06
C  -4.253  -2.089  0.051  -0.06
C  -3.096  -1.335  0.138  -0.08
C  -0.824  0.814  -2.421  -0.32
C  0.295  0.920  -3.240  -0.13
C  0.225  1.649  -4.417  -0.07
C  -0.959  2.264  -4.788  -0.06
C  -2.078  2.152  -3.979  -0.05
C  -2.014  1.429  -2.803  -0.09
H  1.100  -3.056  -2.464  0.09
H  0.236  -1.839  -3.433  0.08
H  -0.663  -2.975  -2.419  0.07
H  2.645  -1.369  -2.832  0.08
H  4.941  -0.915  -3.532  0.11
H  6.746  -0.747  -1.860  0.11
H  6.242  -1.065  0.538  0.11
H  3.918  -1.485  1.257  0.08
H  3.403  -3.703  0.909  0.09
H  3.166  -6.073  1.450  0.11
H  0.987  -7.207  1.177  0.11
H  -0.962  -5.936  0.348  0.11
H  -0.740  -3.543  -0.177  0.08
H  -2.231  -1.311  -3.138  0.11
H  -4.246  -2.722  -3.266  0.11
H  -5.552  -3.206  -1.240  0.11
H  -4.838  -2.277  0.937  0.10
H  -2.763  -0.927  1.081  0.08
H  1.219  0.436  -2.955  0.08
H  1.100  1.738  -5.044  0.11
H  -1.011  2.825  -5.709  0.11
H  -3.006  2.627  -4.262  0.11
H  -2.882  1.336  -2.170  0.11
O  1.054  3.196  2.851  0.07
C  0.024  3.141  2.224  -0.43
N  -0.345  2.057  1.426  -0.04
C  -1.503  2.318  0.770  -0.40
O  -2.031  1.554  -0.041  -0.05
C  -1.981  3.657  1.179  -0.07
C  -3.069  4.413  0.796  0.02
C  -3.227  5.662  1.395  -0.05
C  -2.317  6.140  2.327  -0.05
C  -1.192  5.397  2.679  0.02
C  -1.047  4.158  2.094  -0.08
H  -3.765  4.055  0.055  0.12
H  -4.083  6.266  1.135  0.11
H  -2.471  7.108  2.778  0.11
H  -0.455  5.772  3.373  0.13
Cl  -1.096  -3.255  2.738  0.81
C  -1.904  -1.815  3.255  -0.61
C  -3.249  -1.885  3.579  -0.12
C  -3.914  -0.744  3.997  -0.07
C  -3.227  0.456  4.118  -0.07
C  -1.883  0.514  3.818  -0.05
C  -1.186  -0.614  3.364  -0.34
C  0.245  -0.526  3.064  -0.28
H  -3.765  -2.830  3.494  0.11
H  -4.961  -0.793  4.251  0.11
H  -3.739  1.338  4.460  0.11
H  -1.334  1.436  3.949  0.11
H  0.727  -1.506  3.124  0.03
H  0.734  0.162  3.759  0.05

The value obtained for the highest occupied orbital energy (spin up / spin down) is -10.22 / -10.22 eV. The value obtained for the molecular weight is 967.49 g/mol. As for the gap between HOMO and LUMO (spin up / spin down): 0.1947 / 0.2181 hartree. The calculation puts the maximum force at 3.6 eV Å⁻¹. As for the LUMO energy (spin up / spin down): -4.92 / -4.29 eV. The spin multiplicity is 2. The energy relative to the best compared isomer or geometry (same formula, charge and spin) comes out at 0.0 kcal per mole. The total charge is +1.